Entry i
Computed, not measured: 2 unconnected molecules or ions with the total composition CH5NOS2, with ωB97M-V/def2-TZVPD.

Geometry as XYZ:
```
10
Properties=species:S:1:pos:R:3:mulliken_charge:R:1
C 1.4062 0.5783 0.4021 -0.675
N -0.3338 -1.5507 0.2966 -0.478
O -1.5142 0.9043 -0.7212 -0.468
S 0.5646 -0.6256 -0.6278 0.205
S -2.3317 0.1580 0.5475 -0.038
H 1.4736 1.4767 -0.2207 0.266
H 2.4502 0.2405 0.7020 0.300
H 0.9148 0.7399 1.3839 0.254
H -0.8409 -2.3359 -0.2406 0.264
H -1.7887 0.4144 -1.5218 0.372
```

Results
LUMO (spin up / spin down) = -0.02861 / -0.01288 Eh
Frontier orbital gap (spin up / spin down) = 7.2 / 8.2 eV
Net charge = 0

---

Entry ii
Computed, not measured: a single CH5NOS2 molecule, with ωB97M-V/def2-TZVPD.

Geometry as XYZ:
```
10
Properties=species:S:1:pos:R:3:mulliken_charge:R:1
C -0.7433 -0.6860 -0.0525 -0.307
N 0.3526 0.3006 -0.3854 -0.091
O -0.5230 -1.2357 1.1804 -0.500
S 0.5260 1.4362 0.9225 -0.193
S 0.4980 1.0207 -1.9631 -0.143
H -1.8641 -0.4393 -0.0842 0.251
H -0.6526 -1.3290 -0.8635 0.309
H -1.0323 -0.7009 1.8467 0.364
H 1.6250 0.7053 1.5703 0.175
H 1.8138 0.9280 -2.1712 0.136
```

Results
SMILES = OCN(S)S
LUMO = 0.02375 Eh
Frontier orbital gap = 9.5 eV
Net charge = 0

---

The energy of each structure relative to the most stable one, in hartree, is as follows: entry i 0.0456; entry ii 0.0000.

---

Entry i
Computed, not measured: a single C3H2N2OS molecule, with ωB97M-V/def2-TZVPD.

Geometry as XYZ:
```
9
Properties=species:S:1:pos:R:3:mulliken_charge:R:1
C 2.9053 -0.3349 0.1895 0.202
C 2.9661 1.0792 -0.0685 0.669
C -0.2726 0.4803 -0.2473 -0.234
N 1.7324 1.6159 -0.1558 -0.406
N 0.6740 1.0987 0.2020 0.047
O 4.0763 1.5690 -0.0769 -0.542
S 3.4402 -1.7665 0.0268 -0.221
H -0.5561 0.0952 -1.3200 0.225
H -1.0472 0.1782 0.3960 0.259
```

Results
LUMO (spin up / spin down) = -0.05975 / -0.04290 Eh
Frontier orbital gap (spin up / spin down) = 6.3 / 7.7 eV
Net charge = 0

---

Entry ii
Computed, not measured: a molecular structure, C3H2N2OS, with ωB97M-V/def2-TZVPD.

Geometry as XYZ:
```
9
Properties=species:S:1:pos:R:3:mulliken_charge:R:1
C 1.0983 0.7812 0.0024 -0.315
C -0.1523 -1.0650 -0.0084 0.445
C -0.3341 0.3229 -0.0039 0.173
H 1.4289 1.3414 -0.8930 0.292
H 1.4425 1.3297 0.9016 0.294
N -1.2881 -1.6751 0.0023 -0.383
N -1.6041 0.6082 -0.0026 -0.351
O -2.2022 -0.6278 0.0024 -0.040
S 1.6111 -1.0154 -0.0007 -0.114
```

Results
LUMO = 0.01232 Eh
Frontier orbital gap = 10.1 eV
Net charge = 0

---

The energy of each structure relative to the most stable one, in hartree, is as follows: entry i 0.0584; entry ii 0.0000.

---

Entry i
Computed, not measured: a gas-phase ion, C4H10NOS (charge +1), with ωB97M-V/def2-TZVPD.

Geometry as XYZ:
```
17
Properties=species:S:1:pos:R:3:mulliken_charge:R:1
O 0.6422 -0.7478 2.3052 -0.459
C 0.4435 -1.0645 1.1766 -0.144
C 0.8717 -0.1155 0.0724 0.093
C -0.4068 0.7084 -0.3560 -0.910
C -1.6151 -0.2068 -0.5745 -0.964
S -1.5037 -1.4877 -1.9063 -0.195
N 1.8201 0.9104 0.6597 -0.306
H 0.1075 -2.0514 0.8344 0.456
H 1.3529 -0.5399 -0.8027 0.408
H -0.0758 1.1933 -1.2755 0.407
H -0.7408 1.4743 0.3448 0.521
H -1.8200 -0.7319 0.3533 0.436
H -2.4879 0.4049 -0.7967 0.423
H -2.7511 -1.3578 -2.3999 0.171
H 2.1660 0.7320 1.6068 0.360
H 2.6279 1.0602 0.0617 0.372
H 1.3695 1.8197 0.6968 0.332
```

Results
SMILES = [NH3+][C@@H](C=O)CCS
LUMO = -0.13536 Eh
Frontier orbital gap = 9.1 eV
Net charge = +1

---

Entry ii
Computed, not measured: a molecular structure, C4H10NOS, with ωB97M-V/def2-TZVPD.

Geometry as XYZ:
```
17
Properties=species:S:1:pos:R:3:mulliken_charge:R:1
O 2.3198 -0.8932 -0.1015 -0.253
C 1.0915 -1.0528 -0.0053 -0.156
C -0.1112 -0.2619 0.0424 0.259
C -1.6624 -0.7487 0.0688 -0.636
C -2.6066 -0.0639 -0.9264 -0.619
S -4.1051 0.8092 0.3551 -0.189
N 8.1596 0.9540 0.1963 -0.669
H 0.8710 -2.1620 -0.0787 0.281
H -0.1064 0.7693 -0.0320 0.464
H -1.8309 -0.6382 1.1786 0.442
H -1.5169 -1.8671 0.1333 0.453
H -3.0839 1.0572 -0.7535 0.401
H -3.1717 -0.9183 -1.3334 0.311
H -4.8854 1.3540 -0.5585 0.239
H 8.1444 1.0169 -0.9000 0.234
H 7.9401 0.0485 0.5488 0.215
H 7.3778 1.6241 0.4758 0.223
```

Results
LUMO = -0.33511 Eh
Frontier orbital gap = 2.5 eV
Net charge = +1

---

Entry iii
Computed, not measured: 2 unconnected molecules or ions with the total composition C4H10NOS, with ωB97M-V/def2-TZVPD.

Geometry as XYZ:
```
17
Properties=species:S:1:pos:R:3:mulliken_charge:R:1
C 1.3139 -0.8019 -0.2341 -0.608
C 2.7608 -1.0327 -0.0582 -0.406
C 2.1856 1.4300 -0.0682 0.101
C -2.7094 0.1238 -0.0804 -0.685
N 1.1479 0.6828 -0.3127 -0.076
O -1.5994 0.7182 0.6210 -0.551
S 3.5621 0.6112 0.1940 -0.032
H 0.9729 -1.0675 -1.1945 0.376
H 0.7233 -1.2668 0.4593 0.299
H 3.1001 -1.6924 0.7910 0.367
H 3.2307 -1.3585 -0.9099 0.339
H 2.1452 2.5793 -0.0440 0.343
H -3.0022 0.6119 -0.9067 0.341
H -3.5930 0.1109 0.4709 0.360
H -2.5571 -0.9949 -0.3177 0.221
H 0.0836 0.9975 -0.4690 0.297
H -1.8959 1.1725 1.4731 0.316
```

Results
LUMO = -0.14480 Eh
Frontier orbital gap = 10.2 eV
Net charge = +1

---

The energy of each structure relative to the most stable one, in hartree, is as follows: entry i 0.0000; entry ii 0.3086; entry iii 0.0179.

---

Entry i
Computed, not measured: 8 unconnected molecules or ions with the total composition C12H42N2O10, with ωB97M-V/def2-TZVPD.

Geometry as XYZ:
```
66
Properties=species:S:1:pos:R:3:mulliken_charge:R:1
C 3.2940 1.4189 -5.5538 -0.753
O 3.2598 0.4769 -4.4967 -0.279
C 2.8480 1.1279 -3.3283 -0.870
C 2.7486 0.1221 -2.1592 -0.301
N 4.0560 -0.4772 -1.8628 -0.327
C 4.1079 -1.3495 -0.7205 -0.803
C 3.4945 -2.7746 -0.9835 0.290
O 4.2313 -3.5403 -1.9086 -0.410
C 3.4694 -4.6155 -2.3416 -0.627
H 2.2908 1.8060 -5.7625 0.310
H 3.7185 0.9951 -6.4870 0.238
H 3.8545 2.3179 -5.2850 0.313
H 1.8398 1.5325 -3.4099 0.413
H 3.4682 1.9638 -3.1201 0.459
H 1.9996 -0.5751 -2.5048 0.210
H 2.3402 0.7251 -1.3127 0.283
H 4.3958 -0.9248 -2.6874 0.262
H 3.4754 -0.9230 0.0788 0.352
H 5.1754 -1.5001 -0.5372 0.378
H 2.4490 -2.8104 -1.3574 0.152
H 3.4582 -3.2345 0.0386 -0.053
H 2.7471 -4.2382 -3.0939 0.258
H 2.8656 -5.0466 -1.4994 0.238
H 4.0925 -5.3553 -2.8188 0.265
C -5.5006 7.3002 1.4795 -0.734
O -5.1452 5.9536 1.0636 -0.302
C -3.7748 5.7001 1.2622 -0.479
C -3.4117 4.2833 0.8894 -0.724
N -3.9356 3.1837 1.7272 -0.298
C -3.1901 1.9554 1.4470 -0.575
C -3.7251 0.8131 2.3454 -0.486
O -3.1915 -0.4318 1.9869 -0.266
C -4.0584 -1.5400 2.2807 -0.842
H -6.6115 7.2345 1.3731 0.231
H -5.0209 8.0801 0.8910 0.294
H -5.2564 7.4935 2.5072 0.324
H -3.4891 5.8765 2.3056 0.313
H -3.2180 6.4632 0.6859 0.353
H -2.3173 4.1912 0.8824 0.373
H -3.7182 3.9952 -0.1142 0.332
H -3.8635 3.3827 2.7086 0.242
H -2.1365 2.1839 1.5069 0.382
H -3.4269 1.6793 0.4221 0.241
H -4.8313 0.7471 2.2647 0.377
H -3.4562 1.0445 3.3786 0.241
H -4.0704 -1.7021 3.3474 0.336
H -3.6305 -2.4556 1.8858 0.253
H -5.0527 -1.3200 1.9922 0.389
O 1.9526 -4.8455 3.2073 -0.649
H 2.0836 -4.8023 4.1572 0.290
H 2.8470 -4.7201 2.8038 0.327
O -0.0355 -3.5058 -0.9495 -0.593
H 0.0669 -4.4206 -1.2120 0.267
H -0.8739 -3.1905 -1.3788 0.262
O 0.2549 -0.4892 1.0999 -0.549
H 0.4450 -1.2562 1.6428 0.328
H -0.4839 -0.0139 1.5154 0.235
O -2.2403 -0.7065 -0.7445 -0.668
H -2.5753 -0.5831 0.1507 0.401
H -1.2928 -0.8891 -0.5955 0.309
O -0.0091 -3.2235 1.9452 -0.631
H 0.4633 -4.0124 2.2069 0.313
H 0.0691 -3.2458 0.9802 0.356
O 4.9964 -3.4196 2.6387 -0.594
H 5.4381 -2.9416 3.3081 0.289
H 5.2464 -2.9672 1.8176 0.337
```

Results
SMILES = COCCNCCOC.COCCNCCOC.O.O.O.O.O.O
LUMO = 0.01590 Eh
Frontier orbital gap = 8.8 eV
Net charge = 0

---

Entry ii
Computed, not measured: a molecular structure, C12H42N2O10, with ωB97M-V/def2-TZVPD.

Geometry as XYZ:
```
66
Properties=species:S:1:pos:R:3:mulliken_charge:R:1
C 15.5287 4.8897 -2.0070 -0.693
O 15.2249 5.7105 -3.1445 -0.317
C 14.7206 5.0178 -4.3265 -0.713
C 14.1646 5.9680 -5.3622 -0.621
N 13.1121 6.6940 -4.6543 -0.349
C 12.5348 7.6212 -5.6073 -0.924
C 11.5936 8.5871 -5.0560 -0.120
O 12.1971 9.5437 -4.1539 -0.415
C 11.2675 10.5633 -3.6222 0.045
H 16.2933 4.1745 -2.3105 0.262
H 14.5562 4.4644 -1.7590 0.315
H 15.8126 5.5766 -1.2098 0.221
H 13.9490 4.3071 -4.0306 0.379
H 15.5621 4.4145 -4.6671 0.462
H 13.8402 5.4658 -6.2736 0.402
H 14.9905 6.6050 -5.6788 0.355
H 13.5255 7.2142 -3.8936 0.276
H 11.9438 6.9979 -6.2783 0.284
H 13.2993 8.1116 -6.2101 0.383
H 10.7280 8.0882 -4.6202 0.205
H 11.2048 9.1215 -5.9228 0.172
H 10.6717 10.2049 -2.7827 -0.268
H 10.4854 10.7937 -4.3456 0.722
H 11.7180 11.5266 -3.3831 0.096
C 10.0373 15.2572 -6.0512 -0.785
O 10.0732 15.2809 -4.5980 -0.324
C 8.9019 14.8834 -3.9257 0.011
C 9.0217 15.0033 -2.3885 -1.064
N 10.2765 14.4054 -2.0964 0.062
C 10.7811 14.6150 -0.6998 -1.135
C 12.2443 14.1541 -0.6654 -0.499
O 12.8699 14.6068 -1.8592 -0.170
C 14.2455 14.2293 -1.8218 -0.915
H 9.0335 15.0379 -6.4150 0.271
H 10.5959 14.4073 -6.4434 0.226
H 10.4667 16.0561 -6.6557 0.319
H 8.6887 13.8374 -4.1460 -0.741
H 7.9418 15.3477 -4.1512 0.665
H 8.2195 14.4067 -1.9542 0.280
H 9.0280 16.0605 -2.1232 0.483
H 10.1207 13.4078 -2.0710 0.338
H 10.1966 14.0395 0.0179 0.277
H 10.6248 15.6652 -0.4530 0.548
H 12.1133 13.0721 -0.6795 0.242
H 12.7313 14.5118 0.2417 0.494
H 14.7938 14.7067 -1.0097 0.323
H 14.6570 14.5563 -2.7767 0.216
H 14.3340 13.1478 -1.7192 0.374
O 8.6459 9.9751 -5.4605 -0.594
H 8.9642 10.8726 -5.5576 0.317
H 8.6745 9.6132 -6.3462 0.304
O 10.2599 12.1260 -1.5208 -0.384
H 9.8101 12.0011 -0.6852 0.288
H 9.9013 11.4454 -2.0904 0.840
O 9.2566 10.6333 -2.7149 -0.633
H 8.5386 10.5952 -3.3468 0.381
H 9.2698 9.7643 -2.3138 0.336
O 8.4862 12.5395 -4.9872 -0.316
H 7.8878 12.6562 -4.2493 0.518
H 7.9700 12.7827 -5.7557 0.363
O 11.8519 13.5318 -3.6601 -0.599
H 11.1423 12.9115 -3.8274 0.085
H 12.6500 13.0080 -3.7299 0.305
O 10.2538 12.1254 -4.1154 -0.538
H 9.4549 12.4463 -4.5337 0.998
H 9.9577 11.4163 -3.5446 -1.325
```

Results
LUMO = -0.02324 Eh
Frontier orbital gap = 6.0 eV
Net charge = 0

---

The energy of each structure relative to the most stable one, in hartree, is as follows: entry i 0.0000; entry ii 0.6303.

---

Entry i
Computed, not measured: 2 unconnected molecules or ions with the total composition CHN3O3, with ωB97M-V/def2-TZVPD.

Geometry as XYZ:
```
8
Properties=species:S:1:pos:R:3:mulliken_charge:R:1
C -0.7290 1.2054 0.2590 0.320
N 0.9613 -0.9186 -0.1876 -0.331
N -1.6238 0.8382 0.9459 0.446
N 1.3472 -1.9099 -0.4221 0.789
O -2.6050 0.2060 1.1836 -0.624
O 0.0983 2.0171 -0.3351 -0.457
O 1.7143 -2.9890 -0.6902 -0.516
H 0.8368 1.5508 -0.7534 0.373
```

Results
SMILES = [O-][N+]#CO.N#[N+][O-]
LUMO = 0.00848 Eh
Frontier orbital gap = 9.1 eV
Net charge = 0

---

Entry ii
Computed, not measured: a single CHN3O3 molecule, with ωB97M-V/def2-TZVPD.

Geometry as XYZ:
```
8
Properties=species:S:1:pos:R:3:mulliken_charge:R:1
C -1.1982 0.6731 -1.9328 0.478
N -1.4076 1.0834 -2.9868 -0.371
N -0.9477 0.1908 -0.7396 -0.156
N -0.8121 -1.4004 -0.6414 1.046
O -1.2988 -1.9679 -1.5553 -0.513
O -0.2378 -1.6932 0.3512 -0.499
O 0.2187 0.7031 -0.2335 -0.335
H -0.0768 1.3007 0.3831 0.350
```

Results
SMILES = N#CN(O)[N+](=O)[O-]
LUMO = -0.01271 Eh
Frontier orbital gap = 10.7 eV
Net charge = 0

---

The energy of each structure relative to the most stable one, in hartree, is as follows: entry i 0.0000; entry ii 0.0184.

---

Entry i
Computed, not measured: 2 unconnected molecules or ions with the total composition CHN3O3, with ωB97M-V/def2-TZVPD.

Geometry as XYZ:
```
8
Properties=species:S:1:pos:R:3:mulliken_charge:R:1
C 0.5389 -1.1678 1.4025 0.723
N 0.1570 -1.0891 2.5060 -0.375
N 0.4890 0.3523 -0.8302 -0.496
N -0.6954 0.8322 -0.5925 1.214
O -0.8520 1.8475 -1.2952 -0.516
O -1.3913 0.4757 0.3404 -0.539
O 0.9996 -1.3581 0.3495 -0.334
H 0.7542 0.1072 -1.8805 0.323
```

Results
LUMO (spin up / spin down) = -0.09177 / -0.12784 Eh
Frontier orbital gap (spin up / spin down) = 9.2 / 7.8 eV
Net charge = 0

---

Entry ii
Computed, not measured: a single CHN3O3 molecule, with ωB97M-V/def2-TZVPD.

Geometry as XYZ:
```
8
Properties=species:S:1:pos:R:3:mulliken_charge:R:1
C 0.0784 -0.2212 -0.0784 0.025
N 0.2953 1.3477 0.4933 0.110
N -1.2092 -0.4422 0.5353 0.003
N 1.0017 -1.0378 0.6484 -0.004
O 0.2088 2.1215 -0.3967 -0.186
O -2.1112 -0.0640 -0.1437 -0.279
O 1.8522 -1.6050 0.0222 -0.270
H -0.1159 -0.0990 -1.0805 0.600
```

Results
SMILES = O=NC(N=O)N=O
LUMO = -0.06558 Eh
Frontier orbital gap = 8.1 eV
Net charge = 0

---

The energy of each structure relative to the most stable one, in hartree, is as follows: entry i 0.0029; entry ii 0.0000.